Record 1
Density functional theory data (ωB97M-V/def2-TZVPD) for C12H19IO in the gas phase at a distorted geometry.

- energy relative to the best compared isomer or geometry (same formula, charge and spin) (kcal per mole) = 0.00
- calculated total energy (eV) = -22897.57317
- frontier orbital gap (eV) = 8.8

Geometry as ORCA input:
```
! RIJCOSX wB97M-V def2-TZVPD def2/J DEFGRID3
* xyz 0 1
C -2.910 0.444 -2.668
C -1.846 -0.365 -1.925
C -1.468 -1.622 -2.036
I -2.800 -2.911 -3.330
C -0.300 -2.091 -1.250
C -0.699 -2.431 0.245
C -0.433 -1.237 1.128
C 0.702 -0.199 0.945
C 0.876 0.873 2.019
C 2.248 0.905 2.651
C 0.606 2.155 1.272
C 1.287 -0.335 -0.267
O 2.306 0.503 -0.783
C 0.997 -1.373 -1.322
H -3.404 -0.124 -3.442
H -2.398 1.204 -3.058
H -3.620 0.953 -2.038
H -1.094 0.278 -1.243
H -0.125 -3.035 -1.703
H 0.046 -3.315 0.406
H -1.681 -2.778 0.364
H -1.417 -0.670 1.259
H -0.421 -1.646 2.196
H 0.079 0.730 2.690
H 2.408 0.057 3.332
H 2.344 1.794 3.264
H 3.048 0.889 1.923
H -0.455 2.106 0.838
H 1.239 2.274 0.330
H 0.690 2.978 1.890
H 2.975 0.574 -0.026
H 1.344 -0.851 -2.214
H 1.671 -2.195 -1.202
*
```

Atom charges from the natural (NBO) analysis, given in e for atoms 1 to 5: -0.64, -0.24, -0.02, 0.04, -0.31


Record 2
Density functional theory data (ωB97M-V/def2-TZVPD) for a molecular structure, C12H19N3S at a distorted geometry.

- energy relative to the best compared isomer or geometry (same formula, charge and spin) (kcal per mole) = 186.98
- calculated total energy (eV) = -28048.41140
- frontier orbital gap (eV) = 8.0

Geometry as ORCA input:
```
! RIJCOSX wB97M-V def2-TZVPD def2/J DEFGRID3
* xyz 0 1
C -2.296 1.000 4.533
C -2.022 -0.505 4.773
C -0.061 -0.336 2.952
C 1.312 -0.405 2.479
C 1.386 -0.052 0.991
C 0.301 0.142 0.270
C -0.969 0.016 0.907
C -0.289 -0.808 -1.877
C 0.235 -1.306 -3.269
C 0.315 0.077 -4.314
C 1.821 1.264 -2.922
C 1.751 0.472 -1.709
H -3.275 1.343 4.652
H -2.271 1.319 3.330
H -1.810 1.725 5.141
H -2.257 -0.650 5.950
H -2.497 -1.334 4.194
H 2.138 -1.119 3.054
H 2.320 -0.143 0.617
H -1.671 -0.063 0.146
H -1.477 -0.200 -2.132
H -0.519 -2.048 -1.190
H 1.269 -2.172 -3.379
H -0.810 -2.037 -3.497
H -0.694 -0.045 -4.763
H 1.240 0.113 -5.145
H -0.014 1.294 -2.713
H 2.530 0.961 -3.640
H 2.181 2.404 -2.938
H 2.353 1.063 -0.895
H 2.167 -0.614 -1.872
N -1.182 -0.110 2.267
N 0.485 0.109 -1.126
N 0.451 1.268 -3.518
S -0.140 -0.624 4.644
*
```

Atom charges from the natural (NBO) analysis, given in e for atoms 1 to 5: -0.65, -0.51, 0.00, -0.26, -0.16


Record 3
Density functional theory data (ωB97M-V/def2-TZVPD) for 2 unconnected molecules or ions with the total composition C12H19NO2 at a distorted geometry.

- energy relative to the best compared isomer or geometry (same formula, charge and spin) (kcal per mole) = 117.83
- calculated total energy (eV) = -18332.21406
- frontier orbital gap (eV) = 8.7

Geometry as ORCA input:
```
! RIJCOSX wB97M-V def2-TZVPD def2/J DEFGRID3
* xyz 0 1
C 2.690 1.090 -0.652
C 1.469 1.840 0.029
N 0.323 1.361 -0.703
C -0.907 2.096 -0.278
C 0.356 0.978 -2.081
C -0.560 1.853 -3.166
O 0.517 -0.234 -2.294
H 3.490 1.890 -0.953
H 2.581 0.522 -1.606
H 3.185 0.352 0.083
H 1.197 1.576 1.181
H 1.801 2.940 -0.024
H -1.442 1.314 0.298
H -0.778 3.008 0.476
H -1.418 2.100 -1.237
H -0.567 1.068 -3.923
H -1.581 2.250 -2.844
H 0.173 2.497 -3.581
C -2.972 -1.078 2.051
C -1.589 -1.584 1.840
C -1.308 -1.931 0.492
C -0.023 -2.291 0.047
C 1.039 -2.202 0.835
O 2.245 -2.417 0.274
C 0.815 -2.054 2.168
C -0.493 -1.744 2.695
H -3.121 -1.133 3.129
H -3.846 -1.452 1.381
H -2.808 -0.051 1.749
H -2.113 -2.289 -0.060
H 0.260 -2.615 -0.936
H 2.188 -2.272 -0.843
H 1.692 -1.960 2.732
H -0.493 -1.427 3.720
*
```

Atom charges from the natural (NBO) analysis, given in e for atoms 1 to 5: -0.66, -0.20, -0.51, -0.43, 0.72